A) DFT (the ωB97M-V functional and the def2-TZVPD basis) results for an isolated ion of composition C3H8N2O2 and charge +1.

Structure (XYZ):
```
15
Properties=species:S:1:pos:R:3:mulliken_charge:R:1
N -0.69 -1.04 -1.11 -0.38
C 0.13 -0.29 -0.26 0.69
C -0.05 1.12 -0.63 -0.63
O 1.03 1.47 -1.45 -0.45
C -0.05 -0.45 1.24 0.01
N 0.72 -1.04 2.18 -0.41
O -1.12 0.02 1.64 -0.48
H -0.29 -0.83 -2.01 0.34
H -1.69 -0.91 -1.20 0.29
H 1.16 -0.73 -0.39 0.35
H -0.05 1.90 0.28 0.31
H -1.00 1.36 -1.22 0.42
H 0.70 2.12 -2.12 0.37
H 0.84 -2.01 2.00 0.27
H 0.35 -0.70 3.05 0.30
```

The calculation puts the orbital gap (alpha / beta) at 11.5 / 5.1 eV. As for the spin multiplicity: 2. Its net charge is +1.

B) DFT (the ωB97M-V functional and the def2-TZVPD basis) results for a 3-piece molecular cluster, C3H8N2O2 overall.

Structure (XYZ):
```
15
Properties=species:S:1:pos:R:3:mulliken_charge:R:1
C 1.83 -1.59 0.71 -0.17
C 0.99 -0.72 1.54 0.07
N -0.21 -0.57 0.98 -0.34
C -0.07 -1.11 -0.22 -0.11
N 0.98 -1.98 -0.28 -0.05
H 2.87 -1.70 0.97 0.40
H 1.28 -0.22 2.45 0.41
H -0.80 -0.98 -1.02 0.48
H 1.32 -2.43 -1.13 0.31
H -0.25 3.10 -0.80 0.34
H 0.01 1.89 0.13 0.28
O -0.53 2.65 0.00 -0.63
H -2.97 1.07 -0.55 0.34
H -1.99 1.70 -1.41 0.32
O -2.47 0.86 -1.36 -0.64
```

The calculation puts the orbital gap (alpha / beta) at 9.6 / 6.1 eV. As for the spin multiplicity: 2. Its net charge is +1.

Short version: B), A), most stable first.

A) DFT (the ωB97M-V functional and the def2-TZVPD basis) results for a 12-piece molecular cluster, C6H35NO12 overall.

Structure (XYZ):
```
54
Properties=species:S:1:pos:R:3:mulliken_charge:R:1
C -1.74 1.41 -0.48 -0.35
C -3.17 1.64 -0.23 -0.64
C -3.47 2.78 0.64 -0.20
O -3.26 2.66 1.78 -0.39
C -1.08 0.24 0.29 -0.53
N 0.15 0.71 1.05 -0.16
C -0.12 0.79 2.54 -0.05
C 0.81 1.78 3.30 -1.39
H -1.42 1.29 -1.56 0.42
H -1.29 2.36 -0.08 0.22
H -3.62 0.68 0.25 0.18
H -3.64 1.50 -1.19 0.49
H -3.74 3.72 0.18 0.37
H -0.83 -0.62 -0.33 0.32
H -1.86 -0.21 0.88 0.05
H 0.54 1.68 0.63 0.28
H 0.08 -0.23 2.86 0.00
H -1.22 1.11 2.75 0.26
H 1.76 1.45 2.96 0.33
H 0.78 1.91 4.39 0.35
H 0.62 2.79 2.92 0.34
H 2.38 3.98 -3.22 0.28
H 0.75 4.05 -3.42 0.32
O 1.51 3.69 -2.98 -0.64
H 2.77 -0.77 1.29 0.38
H 2.78 -2.26 1.86 0.33
O 2.65 -1.34 2.08 -0.69
H -1.25 3.75 -2.44 0.36
H -2.32 3.02 -3.28 0.30
O -1.55 3.65 -3.31 -0.64
H 1.86 -0.96 -5.01 0.30
H 1.60 -0.69 -3.57 0.38
O 1.52 -1.46 -4.25 -0.63
H 2.02 1.74 -2.65 0.34
H 2.47 0.72 -1.52 0.34
O 2.28 0.88 -2.58 -0.69
H 1.78 -0.25 0.15 0.65
H 2.19 -1.62 -0.49 0.27
O 2.40 -0.65 -0.37 -0.78
H -3.05 -1.65 3.07 0.28
H -4.25 -0.97 2.65 0.35
O -3.75 -1.88 2.52 -0.64
H -1.54 -2.11 4.83 0.30
H -0.36 -1.34 4.07 0.39
O -1.17 -1.29 4.44 -0.61
H 0.01 -4.86 -2.49 0.30
H 0.32 -3.57 -3.37 0.32
O 0.26 -4.51 -3.33 -0.63
H 2.11 -4.50 1.79 0.29
H 1.89 -3.72 0.51 0.29
O 1.94 -3.59 1.38 -0.60
H 2.68 -3.00 -2.28 0.19
H 2.45 -4.43 -2.01 0.29
O 2.36 -3.52 -1.63 -0.57
```

The calculation puts the orbital gap at 9.3 eV.

B) DFT (the ωB97M-V functional and the def2-TZVPD basis) results for a 12-piece molecular cluster, C6H35NO12 overall.

Structure (XYZ):
```
54
Properties=species:S:1:pos:R:3:mulliken_charge:R:1
C 1.73 1.78 -1.10 -1.42
C 0.76 0.97 -0.17 1.01
N -0.61 1.45 -0.20 0.06
C -3.50 2.05 -2.62 -1.30
C -2.28 2.28 -1.70 -0.46
C -1.42 1.06 -1.34 0.01
C -2.36 -0.14 -1.06 -0.20
O -3.49 -0.06 -0.61 -0.62
H 1.03 2.41 -1.65 0.40
H 2.27 2.46 -0.44 0.42
H 2.39 1.13 -1.65 0.27
H 0.92 -0.06 -0.49 -1.12
H 1.08 0.97 0.88 0.06
H -1.05 1.61 0.68 0.44
H -4.44 2.13 -2.09 0.27
H -3.58 2.83 -3.38 0.40
H -3.32 1.11 -3.13 0.33
H -1.60 3.05 -2.07 0.46
H -2.67 2.69 -0.77 0.25
H -0.78 0.64 -2.12 0.51
H -2.02 -1.17 -1.22 0.31
H 2.86 -2.57 1.63 0.30
H 3.04 -1.22 2.30 0.23
O 2.93 -1.63 1.43 -0.49
H 0.05 1.03 2.78 0.22
H -0.62 -0.31 2.49 0.31
O -0.81 0.60 2.74 -0.60
H 4.29 -2.05 -0.42 0.31
H 2.97 -2.00 -1.04 0.30
O 3.86 -1.66 -1.18 -0.57
H 1.82 -4.50 2.82 0.30
H 0.73 -4.32 1.88 0.29
O 1.68 -4.13 1.94 -0.61
H -1.02 -2.83 -3.10 0.30
H -1.68 -1.87 -4.14 0.26
O -1.67 -2.14 -3.22 -0.55
H -2.09 -3.96 1.16 0.32
H -2.20 -3.92 -0.43 0.28
O -1.65 -4.13 0.32 -0.60
H 0.11 3.41 2.17 0.33
H 0.45 4.42 1.06 0.32
O 0.20 4.35 1.99 -0.64
H 4.03 1.32 0.15 0.24
H 5.44 1.65 -0.11 0.30
O 4.58 1.64 -0.54 -0.58
H 2.65 2.10 3.54 0.33
H 1.46 2.24 4.43 0.31
O 2.01 1.56 4.01 -0.63
H 0.58 -1.22 -1.51 0.30
H 0.37 -2.46 -0.57 0.30
O 0.62 -2.17 -1.45 -0.66
H -3.52 -0.92 1.46 0.32
H -4.76 -1.74 1.79 0.30
O -3.80 -1.75 1.87 -0.60
```

The calculation puts the orbital gap at 8.4 eV.

Short version: B), A), most stable first.

A) DFT (the ωB97M-V functional and the def2-TZVPD basis) results for a 2-piece molecular cluster, C8H12O6 overall.

Structure (XYZ):
```
26
Properties=species:S:1:pos:R:3:mulliken_charge:R:1
C -7.88 16.73 -5.59 -1.35
C -6.37 17.05 -5.92 0.45
C -5.57 16.01 -6.85 -0.27
O -5.88 16.64 -8.05 -0.42
C -6.13 17.86 -8.00 0.62
O -6.11 18.73 -8.87 -0.64
O -6.34 18.23 -6.75 -0.40
H -7.93 16.71 -4.50 0.32
H -8.24 15.77 -5.98 0.30
H -8.52 17.52 -5.97 0.40
H -5.80 16.99 -4.98 0.41
H -5.83 14.95 -6.89 0.29
H -4.50 16.22 -6.82 0.35
C -3.95 14.86 -4.67 -1.57
C -4.38 14.26 -6.02 1.04
C -3.70 13.05 -6.52 -0.48
O -4.78 12.23 -6.90 -0.34
C -5.96 12.66 -6.50 0.74
O -7.03 12.03 -6.59 -0.59
O -5.76 13.88 -6.00 -0.38
H -3.39 14.18 -4.02 0.47
H -4.76 15.36 -4.14 0.28
H -3.10 15.54 -4.74 0.38
H -4.24 15.00 -6.81 -0.26
H -3.07 12.50 -5.82 0.31
H -2.98 13.39 -7.25 0.32
```

The calculation puts the orbital gap at 10.5 eV.

B) DFT (the ωB97M-V functional and the def2-TZVPD basis) results for a 2-piece molecular cluster, C8H12O6 overall.

Structure (XYZ):
```
26
Properties=species:S:1:pos:R:3:mulliken_charge:R:1
C -12.08 17.35 14.26 -1.38
C -12.44 17.07 12.81 0.80
C -11.46 16.19 12.05 -0.49
O -12.06 14.95 11.92 -0.32
C -13.38 15.14 12.02 0.60
O -14.19 14.22 11.81 -0.59
O -13.62 16.37 12.51 -0.39
H -11.09 17.80 14.36 0.32
H -11.85 16.34 14.61 0.44
H -12.81 17.90 14.86 0.27
H -12.63 18.01 12.29 0.11
H -10.56 16.17 12.67 0.37
H -11.20 16.68 11.12 0.28
C -12.27 21.53 14.25 -1.44
C -12.06 21.55 12.73 0.32
C -10.67 22.14 12.41 -0.41
O -10.14 21.28 11.38 -0.31
C -10.87 20.22 11.35 0.65
O -10.69 19.23 10.66 -0.57
O -11.85 20.26 12.27 -0.26
H -11.38 21.01 14.59 0.36
H -13.08 20.93 14.66 0.32
H -12.25 22.51 14.73 0.35
H -12.95 22.00 12.31 0.27
H -10.15 22.14 13.36 0.33
H -10.93 23.17 12.16 0.34
```

The calculation puts the orbital gap at 10.8 eV.

Short version: B), A), most stable first.

A) DFT (the ωB97M-V functional and the def2-TZVPD basis) results for an isolated ion of composition C6H14NS and charge +1.

Structure (XYZ):
```
22
Properties=species:S:1:pos:R:3:mulliken_charge:R:1
C -1.83 1.43 1.19 -0.92
C 0.23 2.41 -0.37 -1.27
C -0.50 -1.72 -0.60 -0.74
C -0.63 -0.45 -1.19 -0.78
C 0.51 -0.03 1.14 -0.80
C 0.67 -1.57 0.42 0.08
N 1.94 -1.53 -0.27 -0.49
S -0.62 0.91 0.19 0.81
H -2.41 0.67 1.73 0.35
H -2.47 2.15 0.59 0.33
H 1.23 2.21 -0.42 0.44
H -0.15 2.67 -1.28 0.47
H -1.33 -1.92 0.21 0.28
H -0.49 -2.53 -1.30 0.39
H 0.20 -0.30 -1.93 0.41
H -1.42 -0.38 -1.86 0.52
H 0.24 0.00 2.22 0.41
H 1.60 0.25 1.05 0.36
H 0.66 -2.31 1.31 0.39
H 2.75 -1.95 0.17 0.21
H -0.01 3.23 0.29 0.41
H 1.84 -1.26 -1.28 0.16
```

The calculation puts the orbital gap at 9.7 eV. Its net charge is +1.

B) DFT (the ωB97M-V functional and the def2-TZVPD basis) results for an isolated ion of composition C6H14NS and charge +1.

Structure (XYZ):
```
22
Properties=species:S:1:pos:R:3:mulliken_charge:R:1
C -0.62 -0.98 0.29 -0.80
C -0.73 1.36 -0.38 -0.51
C 1.31 -0.07 0.06 0.76
C 2.22 -0.47 1.28 -1.05
C 1.76 -0.44 -1.26 -1.38
C -2.75 0.33 -0.05 -0.85
N -1.39 0.27 0.45 -0.10
S 0.91 1.73 0.12 -0.05
H -0.83 -1.51 -0.61 0.32
H -0.57 -1.63 1.18 0.36
H -0.71 0.76 -1.38 0.35
H -1.34 2.19 -0.40 0.42
H 2.86 0.51 1.62 0.28
H 2.91 -1.28 0.95 0.34
H 1.64 -0.81 2.13 0.33
H 2.73 0.12 -1.37 0.39
H 1.15 -0.08 -2.19 0.32
H 1.95 -1.53 -1.40 0.37
H -2.66 0.10 -1.07 0.41
H -3.44 -0.37 0.41 0.35
H -3.05 1.35 0.12 0.33
H -1.35 0.46 1.50 0.41
```

The calculation puts the orbital gap at 10.2 eV. Its net charge is +1.

Short version: B), A), most stable first.

A) DFT (the ωB97M-V functional and the def2-TZVPD basis) results for a 2-piece molecular cluster, C3H9N3O3P overall.

Structure (XYZ):
```
19
Properties=species:S:1:pos:R:3:mulliken_charge:R:1
C 2.08 -0.49 -0.58 0.55
C 1.57 1.04 1.13 -0.67
C -1.54 0.83 1.26 -0.81
N 1.01 -0.94 -1.33 -0.35
N 3.26 -0.33 -0.99 -0.77
N 1.72 -0.18 0.75 -0.35
O -1.83 0.13 -1.37 -0.55
O -1.18 -1.69 0.20 -0.80
O -3.64 -0.77 0.09 -0.82
P -2.11 -0.50 0.08 0.97
H 1.32 1.11 2.12 0.46
H 1.52 1.97 0.63 0.39
H -2.46 1.40 1.48 0.33
H -0.82 1.38 0.74 0.20
H 1.39 -1.60 -2.01 0.22
H -1.04 0.47 2.20 0.24
H 3.30 -0.74 -1.88 0.22
H 0.12 -1.22 -0.79 0.25
H -2.69 0.13 -1.70 0.28
```

The calculation puts the orbital gap at 9.0 eV. Its net charge is -1.

B) DFT (the ωB97M-V functional and the def2-TZVPD basis) results for a 2-piece molecular cluster, C3H9N3O3P overall.

Structure (XYZ):
```
19
Properties=species:S:1:pos:R:3:mulliken_charge:R:1
C -1.51 -0.55 0.12 0.49
C -1.01 1.70 0.50 -0.90
C 1.44 1.64 -0.53 -0.94
N -2.25 -1.45 -0.72 -0.64
N -1.09 -1.26 1.23 -0.50
N -1.55 0.73 -0.19 -0.51
O 3.26 -0.29 -0.41 -0.57
O 1.42 -0.30 1.50 -0.86
O 0.88 -1.04 -0.89 -0.79
P 1.62 -0.05 0.00 1.10
H -1.33 2.56 0.01 0.38
H -0.41 1.46 1.40 0.55
H 1.65 1.90 -1.51 0.30
H 1.35 2.45 0.08 0.46
H -1.67 -2.21 -0.95 0.25
H -2.73 -0.89 -1.42 0.26
H -1.21 -2.28 1.20 0.26
H -0.06 -1.01 1.61 0.38
H 3.19 -1.10 -1.02 0.28
```

The calculation puts the orbital gap (alpha / beta) at 6.1 / 8.0 eV. Its net charge is -1.

Short version: A), B), most stable first.